This record from the Open Molecules 2025 dataset describes 2 unconnected molecules or ions with the total composition C3H5IS in a non-equilibrium geometry. The level of theory is the ωB97M-V functional and the def2-TZVPD basis.

Summary:
HOMO-LUMO gap, eV: 7.8
E_tot, Ha: -813.110479
LUMO energy, eV: -1.1
SMILES string: C=CC=S.I
Energy above the lowest of the compared OMol25 structures with the same formula, charge and spin, kcal per mole: 26.9

Geometry (Å):
C 2.051 -0.818 0.060
C 0.881 -0.196 0.275
C 0.409 0.906 -0.508
S -1.066 1.671 -0.234
H 2.359 -1.491 0.725
H 2.735 -0.583 -0.787
H 0.374 -0.350 1.098
H 1.037 1.314 -1.353
I -5.073 -0.103 0.790
H -3.707 -0.350 -0.066

---

This record from the Open Molecules 2025 dataset describes a molecular structure, C31H48BrCl3N3O3Pb. The level of theory is the ωB97M-V functional and the def2-TZVPD basis.

Summary:
HOMO-LUMO gap, eV: 6.9
E_tot, Ha: -5747.555323
LUMO energy, eV: 2.5
Total charge: -1
Energy above the lowest of the compared OMol25 structures with the same formula, charge and spin, kcal per mole: 0.0

Geometry (Å):
Pb 0.842 0.623 0.586
C 1.517 -2.356 -0.007
N 0.568 -1.940 1.038
C 1.020 -2.443 2.335
C -0.779 -2.446 0.746
C -1.500 -1.666 -0.337
N -1.820 -0.296 0.064
C -2.380 0.417 -1.085
C -2.772 -0.261 1.168
H 1.543 -3.453 -0.084
H 2.514 -2.001 0.254
H 1.242 -1.922 -0.968
H 1.098 -3.540 2.320
H 0.316 -2.147 3.111
H 1.995 -2.025 2.572
H -1.352 -2.419 1.673
H -0.715 -3.501 0.438
H -2.423 -2.213 -0.599
H -0.883 -1.594 -1.234
H -3.338 -0.031 -1.396
H -1.677 0.373 -1.913
H -2.555 1.460 -0.824
H -3.659 -0.875 0.943
H -3.093 0.765 1.334
H -2.319 -0.602 2.097
C -1.871 1.706 -7.943
C -0.579 2.306 -7.372
C -0.770 3.818 -7.254
C 0.571 2.046 -8.357
C -0.262 1.665 -6.023
C -0.149 2.382 -4.842
C 0.125 1.723 -3.660
Br 0.251 2.820 -2.090
C 0.303 0.317 -3.506
O 0.484 -0.221 -2.363
C 0.229 -0.399 -4.756
C -0.062 0.288 -5.925
C 0.422 -1.924 -4.888
C 0.923 -2.634 -3.627
C 1.458 -2.221 -5.986
C -0.918 -2.567 -5.278
H -2.105 2.147 -8.917
H -2.709 1.893 -7.268
H -1.783 0.626 -8.073
H -0.997 4.237 -8.237
H 0.131 4.307 -6.879
H -1.596 4.064 -6.584
H 0.351 2.491 -9.332
H 0.736 0.978 -8.500
H 1.499 2.479 -7.979
H -0.274 3.455 -4.815
H -0.144 -0.293 -6.838
H 1.846 -2.193 -3.253
H 1.107 -3.685 -3.875
H 0.189 -2.592 -2.826
H 2.417 -1.764 -5.735
H 1.156 -1.848 -6.964
H 1.605 -3.301 -6.075
H -1.666 -2.381 -4.504
H -0.805 -3.650 -5.394
H -1.298 -2.159 -6.216
Cl 6.230 -0.001 3.567
C 4.615 -0.540 3.084
Cl 3.654 -0.824 4.550
Cl 4.773 -2.083 2.193
C 3.932 0.500 2.090
O 4.697 1.083 1.346
O 2.678 0.569 2.202
C -1.689 5.340 0.387
N -1.197 4.561 1.508
C 0.250 4.662 1.600
C -1.616 3.167 1.383
C -1.259 2.343 2.597
C -1.924 2.637 3.788
C -1.641 1.936 4.948
C -0.659 0.952 4.922
C 0.012 0.680 3.737
C -0.283 1.345 2.540
H -1.404 6.386 0.514
H -2.779 5.284 0.349
H -1.294 4.991 -0.580
H 0.534 5.707 1.730
H 0.754 4.281 0.693
H 0.615 4.092 2.453
H -1.174 2.712 0.480
H -2.702 3.170 1.238
H -2.661 3.434 3.798
H -2.167 2.164 5.868
H -0.403 0.414 5.828
H 0.820 -0.042 3.757

---

This record from the Open Molecules 2025 dataset describes 2 unconnected molecules or ions with the total composition C2H6S2 in a non-equilibrium geometry. The level of theory is the ωB97M-V functional and the def2-TZVPD basis.

Summary:
HOMO-LUMO gap (alpha / beta), eV: 3.8 / 6.8
E_tot, Ha: -876.117541
LUMO energy (alpha / beta), eV: 3.6 / 3.6
2S+1: 2
Total charge: -1
Energy above the lowest of the compared OMol25 structures with the same formula, charge and spin, kcal per mole: 24.3
<S²>: 0.75

Geometry (Å):
S -0.370 0.383 3.493
S -2.123 -0.679 2.664
H 0.422 0.596 2.394
H -2.152 -0.128 1.431
C 0.265 -0.547 -1.707
C 1.112 0.470 -1.627
H 0.375 -1.341 -2.428
H -0.605 -0.545 -1.066
H 2.054 0.453 -2.167
H 1.022 1.336 -0.987

---

This record from the Open Molecules 2025 dataset describes a molecular structure, C37H23Br4N9O2ReS in a non-equilibrium geometry. The level of theory is the ωB97M-V functional and the def2-TZVPD basis.

Summary:
HOMO-LUMO gap (alpha / beta), eV: 5.9 / 6.3
E_tot, Ha: -12839.643366
LUMO energy (alpha / beta), eV: -1.6 / -1.5
2S+1: 2
Energy above the lowest of the compared OMol25 structures with the same formula, charge and spin, kcal per mole: 2.9
<S²>: 1.15

Geometry (Å):
Re 0.061 0.154 0.659
C 0.563 -2.643 3.881
C 0.386 -1.863 5.025
C 0.403 -0.496 4.913
C 0.547 0.108 3.657
N 0.688 -0.657 2.550
C 0.719 -2.007 2.681
N 0.525 1.479 3.638
C 0.620 2.238 2.609
N 0.836 1.929 1.264
C 1.044 3.159 0.564
N 1.419 3.392 -0.618
C 2.013 2.494 -1.509
C 1.778 2.684 -2.873
C 2.451 1.894 -3.778
C 3.362 0.955 -3.306
C 3.525 0.842 -1.940
N 2.860 1.580 -1.046
C 0.751 4.259 1.509
C 0.693 5.624 1.306
C 0.348 6.414 2.395
C 0.083 5.847 3.644
C 0.169 4.475 3.840
C 0.514 3.703 2.747
H 0.564 -3.723 3.917
H 0.235 -2.329 5.990
H 0.288 0.156 5.766
H 0.855 -2.566 1.766
H 1.059 3.431 -3.179
H 2.281 2.014 -4.841
H 3.937 0.334 -3.978
H 4.217 0.114 -1.529
H 0.896 6.047 0.331
H 0.271 7.487 2.275
H -0.198 6.489 4.469
H -0.040 4.016 4.797
S -0.829 0.859 -1.395
C -0.275 -0.607 -2.198
N -0.812 -1.120 -3.297
N -1.826 -0.481 -3.806
C -2.671 -1.090 -4.754
C -2.440 -2.385 -5.199
C -3.340 -2.965 -6.080
C -4.457 -2.265 -6.517
C -4.662 -0.964 -6.083
C -3.771 -0.370 -5.205
N 0.789 -1.293 -1.740
N 1.240 -0.918 -0.594
C 2.425 -1.617 -0.184
C 3.257 -0.988 0.733
C 4.391 -1.641 1.188
C 4.692 -2.917 0.728
C 3.861 -3.531 -0.201
C 2.728 -2.883 -0.668
H -2.150 0.373 -3.354
H -1.578 -2.925 -4.835
H -3.169 -3.979 -6.417
H -5.169 -2.736 -7.182
H -5.524 -0.406 -6.425
H -3.932 0.644 -4.858
H 3.027 0.021 1.055
H 5.046 -1.149 1.894
H 5.575 -3.428 1.087
H 4.093 -4.525 -0.562
H 2.067 -3.347 -1.387
Br -4.748 -4.247 3.040
C -3.807 -2.665 2.635
C -4.096 -1.469 3.306
Br -5.444 -1.414 4.620
C -3.375 -0.315 3.012
Br -3.641 1.323 3.903
C -2.356 -0.347 2.064
O -1.571 0.676 1.780
C -2.090 -1.535 1.377
O -1.084 -1.471 0.498
C -2.803 -2.688 1.672
Br -2.292 -4.252 0.753

---

This record from the Open Molecules 2025 dataset describes a single C5H8N2 molecule in a non-equilibrium geometry. The level of theory is the ωB97M-V functional and the def2-TZVPD basis.

Summary:
HOMO-LUMO gap, eV: 10.7
E_tot, Ha: -304.767001
LUMO energy, eV: 0.9
SMILES string: C[C@H]1CN[C@H]1C#N
Energy above the lowest of the compared OMol25 structures with the same formula, charge and spin, kcal per mole: 43.0

Geometry (Å):
C 1.454 -0.438 -0.687
C 0.598 0.374 0.283
C -0.503 1.254 -0.332
N -1.434 0.866 0.725
C -0.679 -0.335 1.048
C -0.892 -1.556 0.272
N -0.683 -2.415 -0.477
H 1.393 -0.075 -1.720
H 2.506 -0.536 -0.404
H 1.015 -1.443 -0.747
H 1.183 0.887 1.047
H -0.776 0.867 -1.325
H -0.334 2.331 -0.401
H -2.413 0.781 0.484
H -0.694 -0.577 2.123

---

This record from the Open Molecules 2025 dataset describes a gas-phase ion, C5H9N (charge +1) in a non-equilibrium geometry. The level of theory is the ωB97M-V functional and the def2-TZVPD basis.

Summary:
HOMO-LUMO gap (alpha / beta), eV: 10.0 / 8.1
E_tot, Ha: -250.360402
LUMO energy (alpha / beta), eV: -3.8 / -6.8
2S+1: 2
Total charge: +1
Energy above the lowest of the compared OMol25 structures with the same formula, charge and spin, kcal per mole: 5.1
<S²>: 0.77

Geometry (Å):
N -1.503 0.632 -0.611
C -0.680 0.469 0.392
C 0.446 -0.363 0.195
C 0.895 -0.969 -1.038
C 2.186 -1.051 -1.388
C -1.030 1.003 1.735
H -2.336 1.195 -0.486
H -1.365 0.224 -1.525
H 1.085 -0.527 1.055
H 0.214 -1.663 -1.528
H 2.522 -1.800 -2.093
H 2.953 -0.460 -0.900
H -1.585 0.212 2.244
H -0.148 1.213 2.326
H -1.654 1.884 1.621

---

no.,molar mass (u)
1,200.04
2,904.21
3,94.20
4,1163.54
5,96.13
6,83.13